1.
# C23H27N3O2S

C23H27N3O2S in the gas phase at a distorted geometry (wB97M-V/def2-TZVPD, OMol25).

The geometry in XYZ format:
```
56
Properties=species:S:1:pos:R:3:mulliken_charge:R:1
C 2.12 5.62 0.44 -0.8756
C 2.98 4.37 0.58 -0.4774
C 2.52 3.23 -0.35 -0.8414
C 1.17 2.72 0.07 0.5017
N 1.15 1.80 0.95 -0.5018
C 0.05 1.26 1.56 -0.4920
C 0.02 -0.12 1.74 -0.6796
C -0.99 -0.74 2.46 0.6002
C -1.06 -2.21 2.68 0.3686
O -1.64 -2.70 3.63 -0.6980
N -0.42 -2.96 1.75 0.0075
C -0.48 -4.40 1.73 -0.9528
C -1.03 -4.88 0.39 -0.7998
N -0.29 -4.26 -0.71 0.2781
C -1.05 -4.23 -1.95 -0.6911
C -0.25 -3.44 -2.99 -0.6133
O 1.01 -4.03 -3.22 -0.3904
C 1.75 -4.10 -2.02 -0.7167
C 0.99 -4.90 -0.95 -0.5514
C -1.98 0.05 3.06 -0.8710
C -1.97 1.42 2.89 -0.4389
C -0.98 2.02 2.14 0.7524
S -1.00 3.79 1.94 -0.3143
C -1.08 3.80 0.16 0.6227
C -2.19 4.35 -0.47 -0.5448
C -2.26 4.38 -1.85 -0.4963
C -1.23 3.85 -2.60 -0.7896
C -0.12 3.31 -1.98 -0.7265
C -0.02 3.29 -0.59 0.2987
H 2.55 6.43 1.03 0.3924
H 1.11 5.44 0.80 0.1239
H 2.07 5.95 -0.59 0.2720
H 2.96 4.02 1.61 0.3082
H 4.02 4.61 0.33 0.3940
H 2.49 3.59 -1.37 0.3998
H 3.24 2.41 -0.27 0.3609
H 0.84 -0.69 1.32 0.6389
H -0.09 -2.55 0.89 0.1503
H 0.52 -4.81 1.91 0.3107
H -1.13 -4.72 2.55 0.4466
H -1.00 -5.98 0.35 0.3749
H -2.07 -4.56 0.31 0.4361
H -2.00 -3.72 -1.77 0.4293
H -1.25 -5.24 -2.33 0.3137
H -0.76 -3.44 -3.95 0.3593
H -0.12 -2.41 -2.64 0.2915
H 2.69 -4.59 -2.27 0.3595
H 1.94 -3.09 -1.64 0.3076
H 1.58 -4.91 -0.03 0.3017
H 0.86 -5.94 -1.30 0.3643
H -2.74 -0.44 3.65 0.4644
H -2.73 2.03 3.35 0.4586
H -2.98 4.75 0.14 0.4517
H -3.12 4.81 -2.33 0.3987
H -1.29 3.85 -3.68 0.4067
H 0.68 2.89 -2.57 0.5170
```

energy above the lowest of the compared OMol25 structures with the same formula, charge and spin: 112.6 kJ/mol
SMILES string: CCCC1=Nc2cc(C(=O)NCCN3CCOCC3)ccc2Sc2ccccc21

2.
# C21H38BaN7S2

A molecular structure, C21H38BaN7S2 (wB97M-V/def2-TZVPD, OMol25).

The geometry in XYZ format:
```
69
Properties=species:S:1:pos:R:3:mulliken_charge:R:1
Ba 0.24 -0.04 -0.11 0.7934
N 2.54 0.92 -1.65 -0.3796
C 3.66 0.02 -1.38 -0.6246
C 3.90 -0.12 0.11 -0.7136
N 2.93 -0.99 0.80 0.6052
C 3.25 -2.40 0.58 -1.2480
C 2.04 -3.30 0.37 -0.6979
N 1.29 -2.89 -0.83 -0.2896
C 2.93 -0.66 2.23 -0.6210
C 1.90 -1.38 3.08 -1.1915
N 0.53 -1.07 2.65 -0.0951
H 2.37 0.97 -2.65 0.2082
H 2.78 1.86 -1.35 0.1593
H 4.58 0.35 -1.86 0.4504
H 3.42 -0.95 -1.82 0.2642
H 3.84 0.87 0.56 0.4559
H 4.92 -0.47 0.29 0.3454
H 3.84 -2.79 1.42 0.3150
H 3.89 -2.49 -0.30 0.5540
H 1.36 -3.25 1.22 0.3037
H 2.41 -4.34 0.30 0.4514
H 0.60 -3.61 -1.05 0.2177
H 1.92 -2.87 -1.63 0.1737
H 2.76 0.42 2.33 0.3257
H 3.92 -0.86 2.66 0.3562
H 2.09 -1.10 4.12 0.5233
H 2.04 -2.46 3.02 0.3312
H 0.30 -0.10 2.89 0.0534
H -0.14 -1.64 3.15 0.2147
C -3.25 -0.18 -1.81 -0.8857
C -2.87 1.29 -1.65 -0.7480
N -1.47 1.58 -1.92 0.2863
C -1.05 1.70 -3.31 -0.9870
C -1.02 0.40 -4.11 -0.6765
S -0.15 -1.01 -3.35 0.1015
C -1.46 -2.24 -3.15 -0.9231
C -2.13 -2.38 -1.78 -0.6759
N -2.36 -1.10 -1.11 0.5532
H -3.25 -0.44 -2.87 0.2711
H -4.29 -0.30 -1.49 0.3766
H -3.07 1.59 -0.61 0.2741
H -3.55 1.88 -2.28 0.3644
H -1.22 2.43 -1.43 0.2180
H -0.04 2.12 -3.30 0.3849
H -1.68 2.40 -3.87 0.3474
H -0.52 0.61 -5.06 0.5172
H -2.02 0.06 -4.38 0.3468
H -1.03 -3.21 -3.43 0.4693
H -2.20 -2.03 -3.93 0.5899
H -1.51 -2.98 -1.11 0.2865
H -3.06 -2.95 -1.93 0.3626
H -2.71 -1.28 -0.18 -0.1514
S -0.16 4.10 3.14 -0.2868
C 1.38 4.24 2.43 -0.4515
C 1.58 3.27 1.48 -0.7483
C 0.51 2.34 1.29 0.1034
C -0.51 2.71 2.16 0.4376
C -1.79 2.03 2.32 0.1095
C -2.85 2.63 3.03 -1.0341
C -4.03 1.95 3.22 -0.4997
C -4.15 0.66 2.71 -1.1065
C -3.08 0.15 2.01 -0.5573
N -1.93 0.80 1.79 0.4862
H 2.06 5.03 2.73 0.4757
H 2.52 3.24 0.93 0.2812
H -2.73 3.63 3.42 0.4331
H -4.84 2.41 3.76 0.4330
H -5.04 0.07 2.85 0.4551
H -3.14 -0.87 1.64 0.5260
```

energy above the lowest of the compared OMol25 structures with the same formula, charge and spin: 0.0 kJ/mol
total charge: +1

3.
# C46H60BN6O2PY

A molecular structure, C46H60BN6O2PY (wB97M-V/def2-TZVPD, OMol25).

The geometry in XYZ format:
```
117
Properties=species:S:1:pos:R:3:mulliken_charge:R:1
Y 0.35 -0.38 -0.15 0.4131
C -3.74 -2.40 1.82 -1.8299
C -3.08 -1.55 0.74 2.5754
C -3.97 -1.42 -0.50 -1.3448
C -2.74 -0.18 1.24 -0.8500
C -3.58 0.79 1.79 -1.0605
C -2.81 1.93 1.92 0.3179
C -3.35 3.29 2.30 0.1606
C -2.79 3.90 3.59 -1.4772
C -3.27 4.24 1.12 -1.1726
N -1.57 1.65 1.48 0.6336
N -1.53 0.35 1.06 0.2883
B -0.26 2.48 1.43 0.1579
N 0.99 1.64 1.94 1.4287
N 1.81 1.07 0.99 -0.1388
C 2.97 0.78 1.58 -0.3811
C 2.91 1.13 2.93 -1.2826
C 1.64 1.66 3.13 0.0640
C 1.09 2.13 4.44 0.2763
C -0.29 1.53 4.72 -1.3779
C 1.10 3.66 4.60 -1.2782
C 4.12 0.18 0.81 1.2091
C 3.95 0.36 -0.70 -1.1050
C 5.43 0.80 1.27 -1.6002
N 0.05 2.83 -0.05 1.0390
N -0.07 1.86 -1.00 -0.8928
C 0.35 2.39 -2.15 -0.3465
C 0.76 3.70 -1.95 -1.0195
C 0.57 3.95 -0.59 0.0211
C 1.03 5.18 0.14 0.3384
C 2.16 4.85 1.12 -1.3485
C -0.07 6.02 0.79 -1.4452
C 0.34 1.60 -3.43 0.6991
C 0.37 0.10 -3.13 -0.4582
C 1.51 1.98 -4.33 -1.6392
H -3.97 -3.39 1.44 0.4629
H -4.68 -1.94 2.14 0.3341
H -3.09 -2.50 2.69 0.4005
H -2.14 -2.04 0.45 -1.2550
H -4.90 -0.91 -0.24 0.4583
H -4.22 -2.40 -0.90 0.3598
H -3.49 -0.83 -1.28 0.2452
H -4.62 0.69 2.04 0.6146
H -4.41 3.10 2.49 0.4398
H -1.74 4.17 3.49 0.1178
H -2.89 3.22 4.43 0.4084
H -3.34 4.81 3.82 0.5183
H -2.24 4.41 0.81 0.0572
H -3.71 5.21 1.38 0.4140
H -3.81 3.84 0.26 0.3857
H -0.39 3.45 2.08 -0.7293
H 3.67 1.02 3.68 0.5794
H 1.78 1.73 5.18 0.5008
H -1.03 1.89 4.02 0.1265
H -0.62 1.80 5.73 0.4316
H -0.26 0.44 4.65 0.3733
H 0.44 4.15 3.90 0.0906
H 2.11 4.05 4.46 0.3658
H 0.78 3.92 5.61 0.4707
H 4.14 -0.89 1.03 0.0329
H 3.84 1.41 -0.97 0.2569
H 3.08 -0.18 -1.08 -0.0141
H 4.81 -0.05 -1.22 0.5217
H 5.44 1.88 1.10 0.3311
H 6.27 0.37 0.72 0.4636
H 5.61 0.63 2.33 0.3631
H 1.14 4.40 -2.67 0.4643
H 1.47 5.80 -0.65 0.5417
H 1.79 4.25 1.96 0.1601
H 2.58 5.77 1.53 0.5159
H 2.96 4.29 0.63 0.2916
H -0.49 5.52 1.66 0.1701
H -0.87 6.23 0.09 0.3743
H 0.35 6.97 1.12 0.5277
H -0.60 1.82 -3.95 0.3410
H 1.28 -0.14 -2.57 -0.1023
H 0.42 -0.50 -4.04 0.8365
H -0.54 -0.23 -2.60 -0.2584
H 2.46 1.79 -3.83 0.2900
H 1.47 3.04 -4.60 0.4411
H 1.48 1.40 -5.25 0.4535
O 0.28 -1.98 1.51 -0.4535
C 1.16 -2.62 0.89 1.0874
O 2.02 -2.00 0.19 -0.4467
C 1.06 -4.10 0.71 0.1758
C 1.53 -5.03 1.62 -0.6505
C 1.44 -6.38 1.30 -0.6940
C 0.89 -6.78 0.09 -0.8516
C 0.41 -5.84 -0.81 0.0977
C 0.48 -4.48 -0.50 -0.5831
P -0.13 -3.18 -1.63 2.0809
C 0.91 -3.44 -3.11 0.8162
C 2.21 -2.95 -3.06 -0.6138
C 3.08 -3.13 -4.13 -0.7598
C 2.64 -3.80 -5.27 -0.6297
C 1.35 -4.29 -5.32 -0.7247
C 0.48 -4.12 -4.25 -0.7323
C -1.80 -3.72 -2.12 0.5589
C -2.40 -3.10 -3.21 -0.8069
C -3.69 -3.43 -3.59 -0.6616
C -4.40 -4.38 -2.88 -0.6342
C -3.82 -4.99 -1.77 -0.8069
C -2.53 -4.66 -1.39 -0.9130
H 1.97 -4.71 2.55 0.5823
H 1.80 -7.12 2.00 0.4290
H 0.83 -7.83 -0.16 0.4520
H -0.02 -6.16 -1.75 0.5088
H 2.57 -2.46 -2.16 0.4281
H 4.09 -2.75 -4.07 0.4855
H 3.31 -3.93 -6.10 0.4146
H 1.01 -4.83 -6.20 0.4463
H -0.52 -4.52 -4.30 0.4539
H -1.85 -2.36 -3.79 0.4444
H -4.14 -2.94 -4.45 0.4310
H -5.41 -4.64 -3.17 0.3920
H -4.38 -5.72 -1.20 0.4351
H -2.09 -5.14 -0.53 0.4954
```

energy above the lowest of the compared OMol25 structures with the same formula, charge and spin: 0.0 kJ/mol
total charge: +1